(1)
# C4H9O

A cluster of 2 separate species, C4H9O in total in a non-equilibrium geometry (ωB97M-V/def2-TZVPD, the OMol25 dataset).

Properties
Energy relative to the best compared isomer or geometry (same formula, charge and spin): 2.751 eV
Molar mass: 73.1 g mol⁻¹
Orbital gap (spin up / spin down): 9.0 / 6.3 eV
HOMO energy (spin up / spin down): -8.07 / -8.06 eV
E_LUMO (spin up / spin down): 0.03303 / -0.06392 hartree
E: -6336.28366 eV
Strongest force on any atom: 0.044 hartree/bohr
Multiplicity: 2

```
14
Properties=species:S:1:pos:R:3:forces:R:3
O 0.443 -0.230 1.741 0.1 -0.6 0.2
C 0.249 0.132 -1.884 -0.3 -1.7 -1.2
C -0.764 0.612 -0.897 0.4 -1.5 -0.6
C -2.060 0.619 -1.261 -0.8 0.3 1.4
C 1.418 -0.538 2.644 0.5 0.2 -0.3
H 1.984 0.358 2.910 -0.1 0.0 0.6
H 1.226 -0.198 -1.542 0.1 0.3 0.5
H -2.764 1.299 -0.782 0.0 -0.5 0.9
H 0.389 0.782 -2.750 0.1 0.6 0.5
H -0.455 0.489 0.144 0.0 2.2 -0.1
H 0.925 -1.054 3.483 0.0 0.4 0.2
H 2.147 -1.295 2.310 -0.3 -0.1 -0.4
H -2.583 -0.231 -1.687 0.5 0.5 -1.9
H -0.156 -0.743 -2.429 -0.1 -0.1 0.3
```
Forces are in eV/Å.

(2)
# C15H52N6O11

A cluster of 11 separate species, C15H52N6O11 in total in a non-equilibrium geometry (ωB97M-V/def2-TZVPD, the OMol25 dataset).

Properties
Energy relative to the best compared isomer or geometry (same formula, charge and spin): 12.137 eV
Molar mass: 492.6 g mol⁻¹
Orbital gap: 7.8 eV
SMILES: NC(N)=O.NC(N)=O.NC(N)=O.CCO.CCO.CCO.CCO.CO.CO.CO.CO
HOMO energy: -7.86 eV
E_LUMO: -0.00414 hartree
E: -47852.74866 eV
Strongest force on any atom: 0.202 hartree/bohr

```
84
Properties=species:S:1:pos:R:3:forces:R:3
O -1.647 -1.983 1.162 -0.9 0.5 -1.8
O 2.290 -1.167 -1.869 -2.2 -0.3 -6.5
O -3.802 -0.559 -0.387 0.7 -0.5 0.3
O -0.368 5.080 -1.619 -1.7 1.5 -1.4
O 2.168 1.892 1.474 -0.2 0.1 0.1
O -1.053 1.543 0.229 3.2 -5.9 -3.8
O -2.978 1.903 2.156 -2.8 1.8 -0.1
O 0.342 -0.497 3.679 4.9 -3.9 -4.0
O -0.428 -3.241 -1.356 0.0 0.3 -0.5
O -3.042 4.650 -1.266 -0.3 -1.5 -0.6
O 3.826 -1.834 0.454 -1.5 -1.4 0.5
N 1.163 -1.763 1.715 -5.9 -0.7 -2.5
N 2.145 -2.008 -4.085 4.4 -2.7 -1.3
N -0.903 -0.508 -1.132 -3.5 -0.1 -2.2
N 2.513 -1.475 3.239 7.7 1.2 6.9
N 0.632 -0.566 -3.389 -4.1 3.3 -0.2
N 0.861 0.125 0.005 1.9 2.1 -0.4
C -2.094 1.848 4.347 0.6 -0.1 0.8
C -3.113 3.390 -1.970 5.1 0.6 -0.4
C 1.708 -1.211 -3.181 3.3 -0.1 8.0
C -0.741 -4.612 -3.291 2.1 0.4 0.1
C 1.688 4.675 -0.479 0.8 1.5 -0.7
C -4.051 -0.586 -1.763 -2.4 1.3 -0.9
C -1.101 -3.329 -2.619 0.0 0.0 0.3
C 0.190 4.394 -0.587 1.4 -0.8 1.4
C 6.093 -2.023 0.894 1.0 -1.4 -0.8
C -0.368 0.415 -0.373 -3.5 5.4 4.6
C 1.291 -1.191 2.899 -7.0 4.2 3.5
C 1.226 2.465 2.443 1.9 -0.6 0.5
C -2.495 1.080 3.114 1.3 -1.9 0.7
C -2.529 -2.328 2.188 0.4 -0.7 1.3
C 4.975 -2.454 -0.070 1.0 3.2 0.0
H 2.162 4.021 0.239 0.1 -0.3 -0.1
H 1.874 2.688 3.293 -0.5 0.4 0.3
H 3.115 -0.593 3.359 -1.0 -1.1 -0.9
H 5.176 -1.935 -1.012 0.2 -0.5 -0.5
H -4.483 -1.012 0.098 -0.4 -0.2 0.2
H 6.046 -2.602 1.778 -0.4 -0.5 1.2
H -0.794 -2.510 -3.246 0.3 0.6 0.2
H 1.643 -2.366 -4.876 -0.1 0.3 0.0
H -2.338 -1.828 3.157 0.8 -0.3 -0.6
H 1.559 -0.204 -0.730 -0.7 -0.4 0.3
H -3.526 -2.024 2.019 -1.4 0.2 -0.7
H 0.150 -0.283 -2.486 0.4 0.2 -2.0
H -2.173 -1.909 0.314 0.9 0.1 1.5
H 1.877 5.682 -0.145 -0.2 0.6 0.7
H -1.627 0.528 2.647 -0.5 0.4 1.1
H -1.274 2.522 4.091 -0.1 0.1 0.2
H 0.110 -2.014 1.804 1.6 0.3 -0.9
H -3.531 -1.342 -2.357 0.4 0.0 0.3
H 7.082 -2.271 0.515 0.3 0.1 -0.4
H 2.567 -1.665 4.301 -0.6 0.1 -1.6
H 0.273 -0.238 -4.308 0.6 -0.7 1.2
H -5.156 -0.751 -1.991 1.3 0.3 0.3
H -0.476 -1.434 -1.290 -0.3 0.4 0.9
H -3.825 0.459 -2.085 0.0 -0.9 -0.4
H -3.772 4.565 -0.686 -0.9 0.6 1.5
H -2.476 -3.414 2.292 -0.3 -0.1 0.5
H 0.927 -0.962 0.962 0.8 -1.3 1.0
H -0.352 4.564 0.418 0.8 -0.4 -1.4
H 0.181 3.371 -0.885 -0.6 -1.3 0.6
H -2.813 2.457 -1.452 -0.6 0.8 0.6
H 0.332 -4.679 -3.616 -0.6 0.5 0.8
H -3.216 0.291 3.396 -0.1 0.2 -0.1
H -3.909 3.309 -2.597 -2.8 -0.2 -1.3
H -2.418 1.861 1.415 1.3 -0.2 -1.8
H -1.746 1.170 5.119 0.5 -0.4 0.0
H 0.742 3.343 2.061 -0.3 0.3 -0.2
H -1.330 4.870 -1.596 0.9 0.7 0.1
H 6.119 -0.986 1.198 -0.5 0.4 -0.4
H -2.181 -3.187 -2.479 0.0 -0.4 0.0
H 3.001 2.379 1.376 -0.7 0.1 0.3
H -1.913 -0.365 -1.392 1.9 -0.3 0.6
H 1.211 0.900 0.586 0.4 -0.3 -0.3
H -1.212 -4.786 -4.215 -1.4 -0.6 -0.8
H -2.854 2.403 4.908 -0.4 0.1 -0.8
H -0.843 -5.320 -2.507 -0.5 -1.5 0.0
H 3.765 -0.889 0.301 0.5 -0.2 -0.4
H 0.546 1.674 2.768 0.0 0.1 -0.4
H 2.307 4.758 -1.430 -1.2 -1.0 0.7
H -2.241 3.535 -2.672 -0.8 -0.5 0.3
H -0.637 -3.985 -0.768 0.0 0.4 -0.3
H 4.899 -3.529 -0.280 -0.4 0.3 0.6
H 3.095 -2.407 -3.860 -1.7 0.4 -0.6
```
Forces are in eV/Å.

(3)
# C9H17N2O3S

The ion C9H17N2O3S with charge +1 in a non-equilibrium geometry (ωB97M-V/def2-TZVPD, the OMol25 dataset).

Properties
Energy relative to the best compared isomer or geometry (same formula, charge and spin): 0.000 eV
Molar mass: 233.3 g mol⁻¹
Orbital gap (spin up / spin down): 6.8 / 5.1 eV
HOMO energy (spin up / spin down): -9.30 / -11.68 eV
E_LUMO (spin up / spin down): -0.09134 / -0.24340 hartree
E: -29553.87032 eV
Strongest force on any atom: 0.095 hartree/bohr
Multiplicity: 3
Total charge: +1

```
32
Properties=species:S:1:pos:R:3:forces:R:3
S 1.572 1.239 1.157 0.3 2.3 0.4
O 1.482 -1.464 0.746 0.5 -0.7 -0.5
O 0.615 0.752 -1.412 0.9 -0.8 -0.8
O -1.192 2.226 0.634 -1.7 0.2 -1.7
N -1.372 -0.685 0.031 0.3 1.5 -3.3
N 3.127 -0.236 -0.309 0.9 -0.1 -2.1
C 2.026 -0.299 0.530 -0.5 -0.6 0.6
C -0.906 -1.938 0.503 -1.3 -0.1 1.7
C -0.173 -0.133 -2.196 0.2 -0.6 -0.9
C 0.321 -1.803 1.471 -1.0 -3.1 -1.8
C 3.502 1.034 -0.496 1.4 -1.7 -0.3
C -2.379 0.033 0.801 1.2 1.7 -1.5
C 2.875 1.979 0.255 -1.3 1.6 1.6
C -1.491 -0.517 -1.491 -0.4 -2.3 0.8
C -1.854 1.283 1.523 4.5 -1.4 -1.1
H 4.390 1.168 -1.078 0.1 0.4 -0.6
H -3.172 0.472 0.137 0.3 -1.0 0.5
H 0.285 -1.191 -2.367 0.3 2.1 0.8
H 0.583 -2.846 1.785 -0.5 1.0 0.4
H 3.134 3.084 0.339 -0.5 -1.9 -0.2
H -2.599 1.754 2.025 -2.2 1.3 1.7
H 0.143 1.550 -1.176 -0.6 0.0 0.1
H -1.792 2.485 -0.138 0.9 -0.5 1.8
H -0.206 0.281 -3.260 -0.8 -0.5 1.3
H 0.067 -1.160 2.248 0.0 1.2 1.5
H 3.268 -0.927 -1.083 -0.2 0.7 1.1
H -2.731 -0.670 1.485 -1.3 -0.8 1.4
H -0.653 -2.625 -0.271 0.4 -0.2 -0.9
H -1.685 -1.553 -2.003 -0.4 1.7 1.1
H -2.399 0.079 -1.575 0.4 0.4 -0.7
H -1.834 -2.420 0.973 1.6 0.1 0.3
H -0.952 1.049 2.212 -1.8 0.1 -0.6
```
Forces are in eV/Å.

(4)
# C19H25N3O

An isolated molecule of C19H25N3O in a non-equilibrium geometry (ωB97M-V/def2-TZVPD, the OMol25 dataset).

Properties
Energy relative to the best compared isomer or geometry (same formula, charge and spin): 3.951 eV
Molar mass: 311.4 g mol⁻¹
Orbital gap: 9.0 eV
SMILES: C#CCCCCN1CCC2(CC1)C(=O)NCN2c1ccccc1
HOMO energy: -8.27 eV
E_LUMO: 0.02658 hartree
E: -26624.13255 eV
Strongest force on any atom: 0.066 hartree/bohr

```
48
Properties=species:S:1:pos:R:3:forces:R:3
O 2.370 -2.420 1.537 -1.7 0.0 0.5
N 3.824 -0.813 1.976 -0.9 0.7 0.1
N -0.791 -0.952 -0.186 -0.5 0.3 -0.1
N 2.953 0.949 0.761 0.3 -0.5 1.2
C 0.394 -1.449 -0.885 -0.4 0.2 0.3
C -5.756 -1.267 -0.163 -0.7 -0.7 0.0
C -7.522 -3.272 -0.158 0.4 0.6 -0.3
C 0.571 0.309 1.407 0.0 0.4 0.7
C 1.887 -0.096 0.771 -0.2 0.2 -0.4
C -1.996 -1.755 -0.477 1.2 0.9 -0.3
C 2.993 2.141 -0.019 -0.5 -0.5 -0.2
C 2.882 4.489 -1.574 1.5 0.0 -1.3
C 3.732 3.445 -1.931 0.4 0.2 0.3
C 2.571 -1.223 1.584 2.3 -0.9 -2.3
C 1.548 -0.486 -0.692 0.6 -0.6 0.4
C -0.557 -0.682 1.267 -0.5 -0.6 -1.5
C -4.436 -1.910 -0.550 0.4 -0.2 0.3
C 4.193 0.454 1.383 -0.4 0.5 0.7
C 2.127 4.345 -0.465 -1.4 0.4 0.9
C -3.280 -0.949 -0.305 0.3 -0.4 -0.6
C -6.770 -2.323 -0.131 -1.1 -0.9 -0.2
C 3.796 2.293 -1.161 0.2 -0.8 -0.6
C 2.137 3.187 0.297 -0.6 -0.2 1.0
H -8.202 -4.096 -0.307 0.4 0.4 0.3
H 1.448 3.065 1.166 0.8 0.3 -0.8
H 0.701 0.462 2.478 0.1 0.5 0.1
H 2.426 -0.967 -1.107 0.4 0.1 -0.3
H -4.320 -2.790 0.126 0.1 0.4 -0.6
H -1.944 -2.084 -1.540 0.1 0.2 0.6
H -4.415 -2.274 -1.615 -0.3 0.3 1.0
H 0.632 -2.474 -0.571 0.3 0.0 0.1
H 4.414 3.573 -2.765 -0.2 -0.2 -0.1
H 2.884 5.405 -2.171 -0.2 -0.3 0.3
H 4.476 -1.583 2.053 0.0 0.3 0.1
H 4.948 0.302 0.639 0.8 -0.1 -0.5
H -1.463 -0.221 1.712 0.5 -0.4 -0.4
H 1.462 5.160 -0.224 -0.2 0.0 0.3
H -3.351 -0.540 0.708 0.0 0.0 -0.1
H -5.732 -0.797 0.826 0.3 0.0 -0.1
H 0.225 -1.480 -1.980 -0.3 0.0 0.5
H -0.354 -1.625 1.797 0.1 0.0 0.1
H -3.292 -0.106 -1.041 0.1 -0.6 0.6
H 4.410 1.462 -1.563 -0.3 0.5 0.7
H 0.264 1.220 0.905 -0.2 0.3 0.2
H 1.326 0.427 -1.263 0.2 -0.1 0.3
H -6.046 -0.505 -0.872 -0.1 0.3 -0.2
H -1.963 -2.659 0.137 -0.4 -0.2 0.2
H 4.597 1.113 2.187 -0.3 0.0 -0.7
```
Forces are in eV/Å.